1.
107
Properties=species:S:1:pos:R:3:forces:R:3 method="wB97M-V/def2-TZVPD" multiplicity=3 orbital_gap_ha="0.2902 / 0.2145" homo_energy_ev="-8.38 / -6.52" e_above_lowest_kcal_mol=13.1
Cr -0.42527 -0.30202 0.19282 -0.88 1.12 0.31
O 3.49510 -1.03799 -0.15132 -0.20 -0.06 0.16
C 2.40054 -0.91212 0.34559 0.38 0.03 -0.34
O 1.74287 0.25213 0.39524 0.61 0.13 -0.15
C 1.66133 -1.98449 1.05136 -0.19 -0.07 0.41
C 2.31382 -3.06702 1.61191 0.07 0.10 -0.15
C 1.60206 -3.91964 2.43867 -0.20 0.04 0.02
C 0.26241 -3.63215 2.68091 0.27 -0.15 0.01
C -0.32372 -2.53826 2.07790 -0.24 0.11 -0.14
N 0.34892 -1.72481 1.24624 0.63 -0.98 0.64
H 3.36513 -3.20370 1.39803 0.00 0.01 0.01
H 2.08193 -4.77084 2.90075 -0.01 -0.02 -0.01
H -0.32998 -4.25800 3.33330 -0.03 0.03 0.01
H -1.36394 -2.28276 2.23212 0.00 -0.04 -0.08
Cl -0.22103 -3.00371 -4.44947 0.01 0.16 0.16
C 0.61581 -1.52147 -3.91601 0.23 -0.16 -0.95
Cl 0.08393 -0.14335 -4.90142 0.05 -0.12 0.23
Cl 2.37073 -1.74397 -4.08394 -0.07 0.10 0.12
C 0.31241 -1.28393 -2.52907 -0.20 -0.13 0.53
N 0.02379 -1.09224 -1.43356 0.48 -0.51 -1.89
F -0.92668 2.51817 -2.91432 0.01 -0.02 -0.04
B -0.88659 2.27962 -1.56757 0.06 -0.23 0.14
F -1.32785 3.36526 -0.81330 -0.03 0.04 0.00
F -1.65076 1.11272 -1.21071 0.21 0.22 0.03
F 0.43753 1.92656 -1.14387 -0.24 -0.12 -0.37
N -2.76361 3.79340 2.45126 -0.11 -0.04 -0.06
C -1.81045 2.84099 2.62008 0.19 -0.09 0.28
C -1.65764 1.81684 1.66828 -0.09 -0.12 -0.08
N -0.73256 0.88041 1.79205 -0.25 1.11 0.86
C 0.03455 0.92420 2.89819 0.12 -0.14 0.11
C -0.14724 1.91113 3.84113 -0.03 -0.01 -0.02
N -1.05219 2.87944 3.71359 -0.16 0.06 -0.16
H -3.11898 3.94795 1.52299 0.02 0.05 0.00
H -2.74449 4.57527 3.08227 0.05 0.03 -0.03
H -2.28503 1.77675 0.79182 0.02 0.01 -0.05
H 0.78515 0.15656 3.02053 0.02 0.02 -0.04
H 0.46090 1.94278 4.73718 0.04 -0.07 -0.03
C -6.12932 -1.87749 1.04060 0.06 0.03 -0.03
C -4.83475 -1.06584 1.16673 -0.08 -0.18 -0.24
C -4.15119 -1.43522 2.49104 0.04 -0.02 -0.18
C -5.18051 0.42779 1.21587 0.08 -0.11 -0.09
Si -3.59886 -1.48990 -0.24497 -0.04 -0.20 0.00
O -2.15787 -0.99433 0.25036 0.18 -0.02 0.21
C -4.09163 -0.87316 -1.96722 -0.09 -0.02 0.29
C -5.25275 -0.16985 -2.28142 0.02 0.00 0.03
C -5.56459 0.15882 -3.59466 -0.04 0.03 -0.06
C -4.71985 -0.21959 -4.62574 -0.02 0.00 0.02
C -3.55984 -0.92562 -4.33576 0.07 -0.03 -0.02
C -3.25653 -1.24684 -3.02357 -0.01 0.02 0.02
C -3.44424 -3.36840 -0.54026 -0.13 0.26 0.10
C -2.19406 -3.97689 -0.43467 -0.05 0.01 0.01
C -2.02179 -5.33319 -0.67489 0.05 -0.07 -0.04
C -3.10522 -6.11117 -1.05592 0.06 0.01 0.01
C -4.35031 -5.51790 -1.21134 -0.10 -0.01 -0.03
C -4.51379 -4.16373 -0.95715 -0.01 0.00 0.02
H -6.80934 -1.64422 1.86749 -0.01 0.01 0.00
H -5.92180 -2.94916 1.06658 -0.07 0.01 0.03
H -6.65200 -1.65579 0.10619 -0.03 -0.03 0.01
H -4.80463 -1.18325 3.33261 -0.01 -0.04 0.02
H -3.21438 -0.88579 2.60514 0.00 0.00 0.06
H -3.93420 -2.50700 2.53329 0.03 0.00 0.05
H -5.73189 0.64660 2.13657 -0.02 0.03 -0.01
H -5.79784 0.73881 0.37347 0.00 0.03 0.06
H -4.28086 1.04181 1.21118 0.04 0.08 0.04
H -5.93718 0.12459 -1.49588 0.00 0.00 -0.06
H -6.47179 0.70990 -3.81096 0.00 -0.01 -0.01
H -4.96713 0.02563 -5.65092 0.01 0.02 0.00
H -2.89583 -1.23283 -5.13520 -0.01 0.01 0.00
H -2.35840 -1.81680 -2.80609 -0.05 -0.02 -0.04
H -1.34050 -3.36341 -0.18357 0.08 0.01 0.09
H -1.03906 -5.77966 -0.57148 -0.01 -0.01 -0.02
H -2.97826 -7.16998 -1.24403 0.00 0.00 -0.01
H -5.19422 -6.11279 -1.53949 0.00 0.00 0.02
H -5.48972 -3.71131 -1.09952 0.00 -0.06 -0.02
C 1.87461 3.24713 0.82110 0.20 -0.13 -0.22
Ge 2.95046 1.76428 0.09791 -0.47 0.24 0.37
C 3.49149 1.82708 -1.78994 -0.19 -0.05 0.67
C 2.82518 2.67626 -2.66888 -0.05 0.01 0.01
C 3.21863 2.74996 -3.99672 0.01 0.04 -0.04
C 4.30523 2.00996 -4.44068 -0.08 0.03 -0.01
C 4.98387 1.18012 -3.56050 0.10 -0.12 0.00
C 4.57446 1.07813 -2.23926 0.04 -0.01 0.01
C 4.39022 1.50117 1.45174 -0.36 -0.10 -0.45
C 4.32252 0.55226 2.43840 -0.05 0.09 -0.17
C 5.31876 0.44570 3.42853 0.07 -0.01 0.13
C 6.37232 1.31218 3.44298 -0.05 -0.06 0.02
C 6.47010 2.33147 2.46893 -0.12 0.04 -0.15
C 7.53258 3.26630 2.48111 0.07 0.06 -0.01
C 7.60685 4.25941 1.54749 0.05 -0.02 0.07
C 6.61971 4.36272 0.54768 -0.10 -0.03 -0.06
C 5.59193 3.46521 0.50232 -0.06 0.02 -0.05
C 5.47416 2.42598 1.45906 0.18 0.00 0.13
H 2.41191 4.17813 0.62973 0.03 0.01 0.03
H 1.78409 3.12904 1.90064 0.10 -0.07 0.02
H 0.88626 3.31233 0.37285 0.17 0.01 0.06
H 1.98872 3.26930 -2.32570 -0.05 -0.04 -0.03
H 2.66747 3.38220 -4.68086 0.05 0.03 0.00
H 4.62108 2.08087 -5.47384 0.00 -0.02 0.00
H 5.82966 0.59919 -3.90812 0.00 0.02 0.01
H 5.09072 0.41414 -1.55685 0.01 -0.01 -0.03
H 3.49601 -0.14467 2.47882 -0.06 -0.07 -0.01
H 5.23760 -0.33308 4.17648 0.02 0.02 0.02
H 7.14268 1.23921 4.20125 -0.01 -0.01 0.01
H 8.28627 3.18046 3.25506 0.01 0.01 -0.01
H 8.42195 4.97101 1.56588 0.01 -0.01 0.04
H 6.67912 5.15760 -0.18431 0.00 -0.03 -0.03
H 4.84858 3.53838 -0.28437 0.08 0.10 -0.02


2.
106
Properties=species:S:1:pos:R:3:forces:R:3 method="wB97M-V/def2-TZVPD" charge=-1 orbital_gap_ha="0.2228 / 0.2228" homo_energy_ev="-4.06 / -4.06" e_above_lowest_kcal_mol=18.6
Cs -0.09094 -1.28472 -0.63709 0.29 0.36 0.32
C 3.54368 3.12123 -3.51728 0.01 -0.02 0.00
C 3.34599 3.45231 -2.18182 -0.03 0.01 -0.01
C 3.18877 2.46250 -1.22628 0.02 0.03 0.01
C 3.23291 1.10831 -1.57661 0.02 -0.03 0.10
C 3.43167 0.78470 -2.92377 -0.02 -0.03 -0.03
C 3.58576 1.77984 -3.87762 -0.01 0.03 -0.01
N 2.97552 0.13090 -0.62062 -0.29 -0.04 -0.08
C 3.92733 -0.60343 -0.11892 0.14 0.00 -0.04
C 5.33915 -0.42183 -0.43216 -0.16 0.02 -0.02
C 6.29942 -1.18592 0.13647 0.06 -0.08 0.06
C 5.99117 -2.21696 1.07601 0.04 0.05 -0.04
C 4.69138 -2.43493 1.40234 -0.06 0.01 -0.02
C 3.63906 -1.66708 0.83246 -0.06 0.00 -0.16
N 2.33870 -1.83766 1.16179 -0.10 -0.09 0.58
N 2.04475 -2.79411 1.96072 0.07 0.05 -0.10
C 0.74223 -2.76449 2.47112 0.17 0.02 0.05
C 0.22010 -3.98845 2.92013 0.04 -0.02 -0.02
C -0.99749 -4.00789 3.55703 -0.06 0.00 0.02
C -1.67979 -2.80888 3.75262 0.03 -0.04 0.00
C -1.09439 -1.65457 3.26834 -0.10 0.02 -0.10
N 0.07774 -1.61432 2.63571 0.12 0.02 -0.09
H 3.65666 3.89628 -4.26484 0.00 0.01 -0.01
H 3.29487 4.49286 -1.88288 0.01 0.01 0.00
H 3.00229 2.71785 -0.19026 0.00 0.00 0.02
H 3.44466 -0.26124 -3.20800 0.00 -0.01 0.00
H 3.73871 1.50188 -4.91369 0.01 -0.01 -0.04
H 5.60360 0.35756 -1.13456 0.02 0.01 0.00
H 7.33780 -1.00572 -0.12222 0.00 0.00 0.00
H 6.78555 -2.79891 1.52388 0.01 -0.01 0.00
H 4.41345 -3.19542 2.11895 -0.01 -0.01 0.00
H 0.79865 -4.88694 2.75753 0.02 -0.01 0.01
H -1.41600 -4.94368 3.90560 -0.01 -0.01 0.01
H -2.63146 -2.77089 4.26286 -0.02 0.00 0.01
H -1.59653 -0.69936 3.38652 -0.01 0.03 0.01
N 0.06462 2.60401 1.16549 0.02 -0.02 -0.02
C -0.33361 3.72359 0.49368 -0.06 -0.04 -0.01
C -0.70507 4.89905 1.10828 -0.01 0.03 -0.02
C -1.01406 6.04291 0.34857 0.01 -0.02 0.02
C -0.94827 6.03864 -1.01629 0.02 -0.05 0.00
C -0.59305 4.84055 -1.68335 -0.03 0.05 -0.03
C -0.50415 4.73460 -3.09128 0.00 0.01 0.00
C -0.16841 3.54357 -3.66073 -0.02 -0.02 0.02
C 0.04742 2.43033 -2.82018 0.04 0.02 -0.06
N -0.03954 2.48010 -1.52000 0.08 -0.01 0.08
C -0.31794 3.67649 -0.93988 -0.07 -0.02 -0.02
H -0.27361 2.44835 2.09923 -0.02 -0.01 -0.04
H 0.18807 1.79356 0.57893 0.09 -0.08 0.12
H -0.74155 4.94280 2.18900 0.00 0.01 0.03
H -1.29603 6.94977 0.86877 -0.01 0.01 0.01
H -1.16770 6.92670 -1.59423 0.00 0.02 -0.02
H -0.69626 5.61119 -3.69934 -0.01 0.01 0.00
H -0.07073 3.43369 -4.73212 0.00 0.00 -0.02
H 0.32724 1.47593 -3.25054 0.02 -0.03 -0.01
Cl -3.74588 0.22702 -1.00544 -0.01 0.02 0.01
C -4.52426 1.55200 -0.14153 0.13 0.08 0.22
Cl -6.15895 1.09224 0.39639 0.00 -0.03 -0.05
Cl -4.61927 3.00943 -1.14824 0.04 0.00 -0.04
C -3.73898 1.87833 1.05976 -0.07 -0.05 -0.18
N -3.12072 2.12374 1.99335 0.03 0.00 0.06
C 1.86762 0.70987 -8.81144 -0.03 -0.03 -0.01
C 1.23400 0.15831 -7.52282 -0.03 -0.01 0.05
C 2.33178 -0.61748 -6.76980 0.02 0.00 0.00
C 0.80337 1.36234 -6.67767 0.02 0.01 -0.02
C 0.01352 -0.76538 -7.86506 0.00 -0.03 0.02
O 0.46185 -1.96243 -8.50915 0.02 -0.01 -0.01
C -0.97058 -0.05682 -8.81488 0.03 0.06 -0.02
C -2.30286 -0.78442 -9.05101 -0.06 -0.02 -0.10
C -3.41437 -0.32997 -8.13697 -0.09 -0.01 0.04
C -3.85735 0.99122 -8.19029 -0.02 0.02 -0.03
C -4.85696 1.45062 -7.35145 0.01 0.02 0.00
C -5.41841 0.57534 -6.43530 0.01 -0.05 0.00
Cl -6.65998 1.15217 -5.35628 0.00 0.01 0.00
C -4.99734 -0.73694 -6.35337 -0.13 0.07 -0.02
C -4.00344 -1.18084 -7.21299 -0.02 0.02 -0.11
C -0.80105 -1.26138 -6.66036 0.01 -0.07 0.07
N -0.07429 -1.74472 -5.50817 0.07 0.01 -0.08
C -0.00243 -1.16766 -4.30968 0.05 0.02 0.14
N 0.72082 -1.89327 -3.48231 0.14 -0.06 -0.26
C 1.05974 -2.95358 -4.25782 0.04 -0.02 -0.02
N 0.59724 -2.91315 -5.48784 0.00 -0.03 -0.06
H 2.74755 1.29665 -8.54552 0.01 0.01 0.01
H 1.19646 1.36297 -9.36796 -0.04 0.00 -0.01
H 2.21388 -0.08096 -9.48287 0.01 -0.02 -0.01
H 3.29703 -0.14128 -6.94907 0.04 0.04 0.02
H 2.39375 -1.65201 -7.10137 0.01 0.00 -0.02
H 2.17448 -0.61806 -5.69276 -0.04 -0.02 0.04
H 1.68637 1.93135 -6.38079 0.02 0.02 0.01
H 0.29850 1.06257 -5.76161 -0.01 -0.03 0.05
H 0.14193 2.03661 -7.22374 -0.02 0.02 -0.01
H 1.01527 -1.71268 -9.25648 -0.01 0.00 -0.01
H -0.46224 0.05910 -9.77306 0.03 -0.02 -0.02
H -1.18121 0.94945 -8.44745 0.02 0.02 -0.02
H -2.15532 -1.86247 -8.96740 -0.03 0.00 -0.05
H -2.61486 -0.59829 -10.08264 0.01 -0.01 0.02
H -3.41508 1.67683 -8.90412 0.01 0.02 -0.03
H -5.19625 2.47566 -7.39756 -0.01 0.03 0.00
H -5.40732 -1.39409 -5.60178 0.02 -0.02 -0.01
H -3.65377 -2.20059 -7.12003 -0.04 -0.01 0.02
H -1.42269 -2.08621 -7.00441 0.05 0.06 0.05
H -1.47498 -0.49000 -6.28936 0.06 0.00 -0.03
H -0.51572 -0.25282 -4.07361 -0.09 0.04 0.01
H 1.65439 -3.77786 -3.90330 0.04 -0.04 0.01
O -3.06756 -1.74604 -4.53493 0.01 -0.06 -0.16
C -2.74354 -1.79463 -3.37032 -0.02 -0.02 0.02
N -2.40038 -1.82339 -2.23902 -0.32 -0.03 0.06


| no. | M (g mol⁻¹) |
| --- | --- |
| 1 | 1047.7 |
| 2 | 1044.6 |